1.
Entry from OMol25: the ion C7H9NO4P2 with charge -2 in a non-equilibrium geometry (the ωB97M-V functional and the def2-TZVPD basis).

Computed properties:
ΔE to the lowest compared entry with this formula, charge and spin ... 30.5 kcal/mol
SMILES ... [O-]P(O)[P@]([O-])(O)=CNc1ccccc1
Gap between HOMO and LUMO ... 4.420 eV
Energy ... -1310.58056 Eh
Net charge ... -2

Each line ends with the Löwdin charge.
CARTESIAN COORDINATES (ANGSTROEM)
C 3.504 0.231 -0.257  -0.178
C 2.969 -1.061 -0.320  -0.185
C 2.597 1.312 -0.262  -0.150
C 1.609 -1.208 -0.246  -0.062
C 1.246 1.180 -0.032  -0.067
C 0.654 -0.121 0.038  -0.259
C -1.704 0.523 0.831  -0.307
N -0.654 -0.234 0.223  -0.078
O -5.503 1.497 -0.319  -0.630
O -3.004 -1.774 0.627  -0.449
O -5.602 -0.992 -1.055  -0.443
O -4.187 0.149 1.915  -0.298
P -4.712 0.470 -1.069  0.413
P -3.227 -0.314 0.578  0.400
H 4.501 0.305 -0.483  0.023
H 3.573 -1.877 -0.515  0.055
H 2.818 2.371 -0.406  0.080
H 1.347 -2.283 -0.395  0.090
H 0.641 1.977 -0.079  0.040
H -1.555 1.544 0.611  -0.016
H -1.141 -1.128 0.172  0.078
H -5.018 -1.703 -1.300  -0.026
H -5.036 0.153 1.478  -0.030

Forces on atoms 1 to 2 (eV/Å):
C -1.803 0.290 -0.275
C -1.902 2.897 0.381

---

2.
Entry from OMol25: a structure of composition C7H9NS in a non-equilibrium geometry (the ωB97M-V functional and the def2-TZVPD basis).

Computed properties:
ΔE to the lowest compared entry with this formula, charge and spin ... 8.8 kcal/mol
Multiplicity ... 3
Gap between HOMO and LUMO (spin up / spin down) ... 5.740 / 5.852 eV
Energy ... -724.81607 Eh

Each line ends with the Löwdin charge.
CARTESIAN COORDINATES (ANGSTROEM)
C 0.265 -2.397 1.124  -0.528
C -0.613 0.395 0.086  -0.271
C 0.562 0.518 -0.491  -0.360
C -0.974 -1.029 -0.110  -0.189
C 0.822 -0.852 -0.982  -0.393
C -1.697 1.236 0.643  -0.027
C 1.582 1.582 -0.684  -0.043
N -0.873 -1.912 0.926  0.021
S 1.689 -1.850 0.189  0.996
H 0.437 -3.278 1.738  0.044
H -1.864 -1.266 -0.676  0.138
H 1.170 -0.811 -2.021  0.091
H -1.428 2.188 1.022  0.062
H -1.974 0.590 1.519  0.101
H -2.574 1.266 0.012  0.081
H 2.548 1.130 -0.468  0.069
H 1.372 2.489 -0.053  0.091
H 1.552 1.999 -1.775  0.117

Forces on atoms 1 to 2 (eV/Å):
C 6.081 -3.325 2.552
C -1.438 1.338 -0.391

---

3.
Entry from OMol25: a cluster of 2 separate species, C7H9O2 in total in a non-equilibrium geometry (the ωB97M-V functional and the def2-TZVPD basis).

Computed properties:
ΔE to the lowest compared entry with this formula, charge and spin ... 63.8 kcal/mol
Gap between HOMO and LUMO ... 4.696 eV
Energy ... -422.51342 Eh
Net charge ... -1

Each line ends with the Löwdin charge.
CARTESIAN COORDINATES (ANGSTROEM)
C -1.274 -0.973 0.384  -0.405
C -2.446 -1.238 1.001  -0.075
C 2.255 0.338 -2.499  -0.424
C -0.448 -1.067 -0.735  -0.102
C -0.159 0.038 0.286  -0.539
C 0.974 -0.084 1.320  -0.085
C -0.362 1.502 -0.140  -0.079
O 2.978 0.656 -1.659  0.190
O 1.617 0.003 -3.434  0.164
H -2.569 -0.851 2.042  0.017
H -3.092 -1.864 0.452  -0.017
H 0.220 -1.875 -0.935  0.019
H 1.938 -0.273 0.777  0.054
H 0.681 -0.789 2.123  0.061
H 1.049 0.952 1.908  0.085
H 0.391 1.595 -0.850  0.016
H -0.361 2.246 0.586  0.022
H -1.392 1.685 -0.626  0.098

Forces on atoms 1 to 2 (eV/Å):
C 0.297 1.176 -1.167
C 1.334 0.878 1.441